1.
Density functional theory data (ωB97M-V with the def2-TZVPD basis set) for C10H13N5O6 in the gas phase in a non-equilibrium geometry.

## Properties
- HOMO-LUMO gap: 7.295 eV
- Charge: 0
- E: -30305.1473 eV
- ΔE to the lowest compared entry with this formula, charge and spin: 30.5 kcal/mol
- LUMO energy: -1.055 eV

XYZ file:
```
34
C10H13N5O6, DFT ωB97M-V with the def2-TZVPD basis set
H -0.97 1.03 -1.67
H -0.39 -3.31 -1.71
N 1.58 3.65 1.83
O -2.97 -0.30 1.03
N -2.43 0.86 1.12
C 1.21 -0.14 1.36
H -1.29 0.05 -3.09
C -0.27 -0.41 1.18
C -1.35 0.05 -1.99
O 2.79 3.80 2.11
H 1.54 -1.80 -1.59
H -1.01 3.07 1.60
C -0.39 2.17 1.50
H 0.99 -0.83 -3.01
C 1.01 2.31 1.69
H 1.37 0.00 -1.46
H -0.11 -2.38 0.11
N -0.58 -1.41 0.04
N 3.21 1.00 1.53
H -2.39 -0.07 -1.71
O 3.42 -0.37 1.27
O 0.75 4.60 1.66
H -2.05 -2.70 -1.73
N 2.19 -1.07 1.25
H -0.97 -2.41 -3.15
H -0.54 -0.96 2.18
C -0.99 0.95 1.19
C 0.93 -0.93 -1.89
C 1.84 1.09 1.60
H -1.63 -1.54 0.20
C -1.03 -2.48 -2.06
O -3.10 1.93 1.16
C -0.52 -1.13 -1.49
O 2.18 -2.29 0.95
```

Mulliken atomic charge list, values in e, 4 entries:
1 H 0.3343
2 H 0.4329
3 N 0.9035
4 O -0.7137

=====

2.
Density functional theory data (ωB97M-V with the def2-TZVPD basis set) for C10H13NO2 in the gas phase in a non-equilibrium geometry.

## Properties
- HOMO-LUMO gap: 9.304 eV
- Charge: 0
- E: -16160.5105 eV
- ΔE to the lowest compared entry with this formula, charge and spin: 142.7 kcal/mol
- LUMO energy: 0.654 eV

XYZ file:
```
26
C10H13NO2, DFT ωB97M-V with the def2-TZVPD basis set
C 1.19 -1.24 1.75
C -2.17 1.67 0.54
H -3.07 2.40 -1.21
C -0.15 0.42 0.05
H -3.17 1.41 0.95
C 1.21 -1.48 -0.77
H -1.52 3.84 -1.64
O -1.42 0.39 0.69
H -1.30 1.42 -2.66
N -0.92 3.15 -0.79
C -2.14 2.09 -0.81
C 0.83 -0.78 0.45
H -1.84 2.33 1.34
H 0.46 1.39 0.24
H -1.14 3.72 0.23
H 3.06 -2.45 -1.43
H 3.27 -3.59 0.88
H 0.62 -0.92 2.76
C 2.59 -2.81 0.83
H -2.39 0.32 -1.79
H 1.15 -1.19 -1.76
C -1.59 0.99 -1.63
C 2.37 -2.28 -0.46
C 1.92 -2.35 1.92
O -0.34 0.44 -1.26
H 1.99 -2.91 2.90
```

Mulliken atomic charge list, values in e, 4 entries:
1 C -0.1096
2 C -0.7973
3 H 0.4750
4 C 0.5360

=====

3.
Density functional theory data (ωB97M-V with the def2-TZVPD basis set) for C10H13NO2S as an isolated structure in a non-equilibrium geometry.

## Properties
- HOMO-LUMO gap: 8.557 eV
- Charge: 0
- E: -26998.5242 eV
- ΔE to the lowest compared entry with this formula, charge and spin: 76.5 kcal/mol
- LUMO energy: 0.547 eV

XYZ file:
```
27
C10H13NO2S, DFT ωB97M-V with the def2-TZVPD basis set
H -0.13 1.81 -1.14
S 1.10 -0.10 1.41
C -0.42 0.99 -1.91
H -2.74 -0.41 -0.73
H 2.04 -1.25 -0.46
H -1.54 1.08 -2.01
H 4.65 0.02 1.86
C 3.13 1.41 1.07
C -1.91 -0.64 0.03
C -1.79 -2.03 0.67
O 2.18 -1.52 -1.38
H 1.06 2.12 0.49
C 2.69 -0.60 2.01
H 0.13 1.16 -2.84
C 1.79 1.38 0.79
O 1.37 -0.81 -3.36
N -0.63 -2.26 -0.08
C 3.65 0.25 1.67
H 3.72 2.32 0.79
H -0.19 -3.05 -0.57
C -0.61 -1.06 -0.63
H 2.66 -1.70 2.13
H -1.90 0.13 0.82
C 1.28 -0.84 -2.16
H -1.56 -2.17 1.72
H -2.72 -2.60 0.45
C 0.08 -0.35 -1.49
```

Mulliken atomic charge list, values in e, 4 entries:
1 H 0.0120
2 S 0.0396
3 C -1.1609
4 H 0.3754

=====

4.
Density functional theory data (ωB97M-V with the def2-TZVPD basis set) for C10H13NO3 in the gas phase in a non-equilibrium geometry.

## Properties
- HOMO-LUMO gap: 8.732 eV
- Charge: 0
- E: -18212.8664 eV
- ΔE to the lowest compared entry with this formula, charge and spin: 27.3 kcal/mol
- LUMO energy: -0.449 eV

XYZ file:
```
27
C10H13NO3, DFT ωB97M-V with the def2-TZVPD basis set
H 1.87 0.52 -0.88
H 1.88 -1.76 1.95
C -0.51 -1.91 -1.44
H -0.08 2.51 1.77
O -1.16 -1.17 -2.19
C 0.89 2.31 -0.15
C 0.08 -0.09 0.24
N 0.07 -1.48 -0.25
C 0.85 0.88 -0.68
O -0.66 -4.07 -2.44
H -2.09 -0.05 -0.19
C 0.73 -2.63 0.28
C -0.30 -3.38 -1.50
H 0.61 -0.06 1.22
C -0.30 2.77 0.73
H -0.43 3.84 0.65
C -1.56 2.02 0.29
H -1.83 2.28 -0.74
C -1.36 0.46 0.46
H 0.32 0.87 -1.66
H -2.39 2.35 0.92
O 0.47 -3.75 -0.45
H 2.13 -3.49 1.73
C 1.59 -2.60 1.36
H -1.61 0.19 1.49
H 1.00 2.99 -0.97
H 1.80 2.43 0.44
```

Mulliken atomic charge list, values in e, 4 entries:
1 H 0.3200
2 H 0.2524
3 C 0.6686
4 H 0.3073